Entry 1:
{
  "formula": "C27H41FN2O14",
  "method": "ωB97M-V/def2-TZVPD",
  "fmax_ev_per_a": 3.3,
  "homo_lumo_gap_ev": 9.60,
  "e_homo_ev": -9.179,
  "symbols": ["N", "C", "C", "C", "C", "C", "C", "O", "N", "C", "O", "F", "O", "C", "O", "O", "C", "C", "C", "O", "H", "H", "H", "H", "H", "H", "H", "H", "H", "H", "H", "H", "H", "H", "H", "H", "H", "O", "C", "O", "C", "C", "C", "H", "H", "H", "H", "H", "H", "O", "C", "O", "C", "C", "C", "H", "H", "H", "H", "H", "H", "O", "C", "O", "C", "C", "C", "H", "H", "H", "H", "H", "H", "O", "C", "O", "C", "C", "C", "H", "H", "H", "H", "H", "H"],
  "coordinates": [[1.889574, 0.346324, -1.201741], [1.358823, 1.187136, -0.128601], [0.918744, 2.622332, -0.474707], [0.074077, 2.792926, -1.736983], [-1.290908, 2.084555, -1.732907], [-2.322013, 2.689955, -0.810300], [-2.498241, 4.187463, -1.177672], [-2.616305, 4.542581, -2.347490], [-2.647919, 5.090056, -0.081926], [-1.453989, 5.355685, 0.660111], [-0.495125, 6.009909, 0.285379], [-1.540247, 4.821114, 1.895576], [-1.974636, 2.587889, 0.583557], [-3.118541, 2.509679, 1.310860], [-3.175103, 2.517905, 2.521516], [-4.189890, 2.452168, 0.450241], [-3.724519, 2.050341, -0.831443], [-3.830182, 0.525510, -0.963899], [-2.725822, -0.371801, -0.388419], [-2.148582, -1.259971, -1.336051], [1.199198, 0.083368, -1.888082], [2.643733, 0.822228, -1.679187], [2.145455, 1.257175, 0.619372], [0.535105, 0.651144, 0.344511], [1.823412, 3.222717, -0.596086], [0.399026, 3.040354, 0.384572], [-0.064501, 3.853844, -1.936591], [0.639773, 2.406665, -2.583589], [-1.132276, 1.039715, -1.486808], [-1.714901, 2.130904, -2.734860], [-2.970576, 5.980421, -0.467986], [-4.297791, 2.498594, -1.641666], [-4.006148, 0.275151, -2.008952], [-4.752282, 0.273102, -0.443001], [-1.941214, 0.212167, 0.085607], [-3.147681, -1.005870, 0.388633], [-2.103974, -0.824864, -2.191099], [-3.323005, 7.540010, -1.482290], [-2.815779, 7.855714, -2.523055], [-3.184066, 7.305829, -3.689259], [-2.352213, 7.785940, -4.760867], [-1.793844, 9.117942, -4.264971], [-1.715813, 8.871349, -2.756560], [-1.570042, 7.045141, -4.936219], [-2.968591, 7.868557, -5.651574], [-0.846131, 9.379619, -4.729061], [-2.506550, 9.916150, -4.473468], [-0.774077, 8.407760, -2.457671], [-1.882139, 9.753288, -2.145673], [2.686862, -2.289384, -2.716778], [3.266669, -2.776841, -1.793333], [2.618310, -3.358749, -0.751858], [3.552490, -3.763872, 0.266995], [4.890399, -3.906474, -0.450956], [4.762016, -2.849415, -1.548708], [3.570753, -2.991041, 1.037148], [3.195282, -4.692351, 0.706991], [5.740669, -3.769993, 0.212595], [4.965320, -4.897829, -0.898723], [5.086927, -1.863937, -1.211873], [5.279649, -3.095497, -2.470857], [-0.028793, -4.501229, 2.933645], [-0.177698, -5.102213, 1.908841], [-0.233802, -6.456604, 1.889563], [-0.300109, -6.934632, 0.532770], [-0.835737, -5.760331, -0.282117], [-0.283318, -4.567213, 0.498750], [0.708415, -7.222404, 0.227054], [-0.937511, -7.814826, 0.517518], [-0.527523, -5.793811, -1.324407], [-1.925800, -5.751728, -0.250961], [0.716924, -4.291757, 0.167713], [-0.917139, -3.691177, 0.459693], [5.371492, -5.802163, 6.075179], [4.198743, -5.877274, 5.855279], [3.716886, -6.274452, 4.657387], [2.275632, -6.186348, 4.634256], [1.849998, -6.244088, 6.097021], [3.038400, -5.571357, 6.787174], [1.991045, -5.246391, 4.161708], [1.894965, -7.007351, 4.033021], [0.891252, -5.762398, 6.271468], [1.774758, -7.282899, 6.420827], [2.927980, -4.487098, 6.835320], [3.251736, -5.947321, 7.783169]],
  "atomic_forces_ev_per_a": [[0.1118, 0.3130, 0.3359], [-0.2134, -0.0433, -0.2104], [0.2181, -0.0573, -0.1081], [-0.0760, -0.2075, 0.0983], [0.5730, -0.0031, 0.0373], [0.0790, 0.4074, -0.1053], [-0.3247, 0.5887, -1.3894], [-0.0037, -0.7484, 2.1963], [0.7155, -0.0876, -0.5216], [1.6071, 0.9312, -0.0656], [-2.5263, -1.8129, 1.1618], [0.4722, 0.8094, -0.9429], [-0.0808, -0.2028, -0.2080], [-0.5907, 0.3036, 1.7067], [0.0117, -0.1301, -2.6430], [0.0700, -0.1467, 1.0223], [0.7529, -0.2744, -0.3748], [-0.0712, 0.0579, 0.1005], [-0.0098, -0.1046, 0.2229], [-0.1246, -0.0567, -0.0297], [-0.0848, -0.0813, -0.0784], [0.0326, -0.0435, -0.1411], [-0.0193, 0.0360, 0.2189], [-0.0642, -0.0957, -0.0072], [0.0149, 0.0988, -0.0930], [-0.0040, 0.0135, 0.1603], [-0.0144, 0.1432, -0.0138], [0.0306, -0.0561, -0.1301], [-0.0418, -0.0859, 0.0098], [-0.0652, 0.0246, -0.0932], [0.0135, 0.1598, -0.2273], [-0.3229, 0.2254, 0.3618], [0.1136, -0.0689, -0.1443], [-0.2213, 0.0625, -0.1339], [0.0649, 0.0847, 0.1442], [0.0163, -0.0748, 0.0063], [0.0747, 0.0326, -0.0708], [-0.0602, 0.0256, 0.2363], [0.1129, 0.0161, -0.1735], [-0.0760, 0.0201, -0.0517], [0.0728, 0.0603, -0.0226], [-0.0663, -0.0705, 0.1482], [-0.0930, 0.0251, -0.2254], [0.0208, 0.0060, 0.0097], [-0.0449, -0.0126, 0.0153], [0.0330, -0.0523, 0.0209], [-0.0004, 0.0133, -0.0135], [0.0334, 0.0056, 0.0420], [0.0408, -0.0169, 0.0808], [0.0088, -0.1615, -0.0621], [0.0096, 0.1680, 0.0716], [-0.0143, -0.0809, -0.0153], [0.0451, 0.0194, -0.0013], [-0.0668, 0.0864, -0.1348], [-0.0160, -0.1965, 0.1191], [0.0236, 0.0108, 0.0033], [-0.0479, -0.0002, -0.0030], [-0.0119, 0.0536, 0.0162], [0.0072, -0.0202, 0.0106], [0.0192, 0.0415, -0.0139], [0.0227, 0.0802, -0.0411], [-0.0428, 0.0756, 0.0162], [0.1125, 0.0446, 0.0363], [-0.0153, -0.0936, -0.0534], [-0.0042, 0.0219, -0.0692], [0.0255, 0.0427, 0.1262], [-0.1948, -0.3523, -0.0822], [0.0020, 0.0086, -0.0277], [-0.0151, -0.0008, 0.0402], [0.0634, 0.0104, 0.0121], [-0.0081, -0.0241, -0.0062], [0.0067, 0.1040, -0.0518], [0.0185, 0.2172, 0.0397], [0.0437, 0.0298, 0.0572], [-0.0540, -0.0126, 0.0544], [-0.0735, -0.0333, -0.1379], [-0.0429, 0.0478, 0.0066], [0.1708, 0.0198, 0.0383], [-0.1274, -0.1720, -0.1211], [-0.0142, 0.0020, 0.0237], [0.0379, -0.0222, -0.0207], [0.0152, 0.0616, -0.0281], [-0.0133, -0.0110, 0.0031], [-0.0042, 0.0343, 0.0314], [0.0482, 0.0703, 0.0460]]
}

---

Entry 2:
{
  "formula": "C27H41NP2Tc",
  "method": "ωB97M-V/def2-TZVPD",
  "total_charge": 2,
  "fmax_ev_per_a": 8.3,
  "homo_lumo_gap_ev": [6.13, 2.87],
  "e_homo_ev": [-12.415, -13.187],
  "s_squared": 3.822,
  "spin_multiplicity": 4,
  "symbols": ["P", "P", "C", "C", "H", "H", "H", "H", "C", "H", "H", "H", "C", "H", "H", "H", "C", "H", "H", "H", "C", "H", "H", "H", "Tc", "C", "C", "C", "C", "C", "C", "C", "C", "C", "H", "H", "H", "H", "H", "H", "H", "H", "H", "H", "H", "H", "H", "H", "H", "C", "C", "C", "C", "C", "C", "N", "C", "C", "C", "C", "C", "C", "H", "H", "H", "H", "H", "H", "H", "H", "H", "H"],
  "coordinates": [[3.491682, 2.220393, 0.576914], [4.055826, -0.793390, 1.195637], [5.286443, 1.620389, 0.972119], [5.296589, 0.311202, 0.243721], [5.465665, 1.530975, 2.063104], [5.947125, 2.362436, 0.472672], [4.896383, 0.281631, -0.784027], [6.254998, -0.195428, 0.250621], [5.099293, -1.067568, 2.720555], [4.658342, -1.902597, 3.298062], [5.230843, -0.184613, 3.385545], [6.032041, -1.385587, 2.229299], [4.944520, -2.144779, 0.170118], [6.038133, -2.025396, 0.310485], [4.789479, -2.069413, -0.916874], [4.731890, -3.167832, 0.491497], [3.159365, 3.719739, 1.543693], [2.257071, 4.199913, 1.137163], [4.054360, 4.288785, 1.258846], [3.043575, 3.612264, 2.634282], [4.280206, 3.145364, -0.945507], [4.845010, 2.567737, -1.697526], [5.045152, 3.777247, -0.457664], [3.586184, 3.813357, -1.461286], [2.564151, 0.673046, 1.572681], [2.882294, -2.604383, -3.782671], [2.869025, -2.245635, -2.480738], [2.188333, -1.018436, -1.993180], [2.024216, 0.365421, -2.761713], [3.269339, 0.841766, -3.429667], [4.180537, 0.180965, -4.157354], [3.714310, -0.712048, -5.229001], [2.505992, -1.658555, -4.887062], [0.972672, 1.609372, 0.517312], [3.192932, -3.607052, -4.085804], [3.187732, -2.941936, -1.714213], [2.726535, -0.815496, -1.042585], [1.183968, -1.331997, -1.651875], [1.071885, 0.394575, -3.330056], [1.860401, 1.039269, -1.893737], [3.613755, 1.800170, -3.014891], [5.224050, 0.448332, -3.982943], [4.530734, -1.387767, -5.535773], [3.437913, -0.056895, -6.090595], [1.581654, -1.157495, -4.535521], [2.262697, -2.182144, -5.844981], [0.772193, 1.224279, -0.475144], [0.884116, 2.700301, 0.369178], [0.132150, 1.300751, 1.155775], [0.284586, -5.092151, 1.372524], [1.394609, -4.266376, 1.234412], [1.382360, -2.977221, 1.737479], [0.229305, -2.432638, 2.380397], [-0.770148, -3.392006, 2.747801], [-0.798952, -4.647886, 2.145601], [0.061872, -1.077333, 2.544848], [-1.173558, -0.457501, 2.595641], [-2.369550, -1.013741, 2.028649], [-3.544076, -0.271897, 1.931843], [-3.561017, 1.108150, 2.216856], [-2.392823, 1.683981, 2.763278], [-1.317915, 0.881377, 3.068704], [0.246719, -6.090301, 0.947222], [2.280607, -4.660975, 0.750459], [2.258282, -2.355249, 1.590646], [-1.545967, -3.052311, 3.439604], [-1.673205, -5.278266, 2.263789], [-2.352649, -2.037412, 1.639699], [-4.487855, -0.754317, 1.627444], [-4.418441, 1.712677, 1.944276], [-2.327636, 2.746834, 2.989946], [-0.443987, 1.242346, 3.598125]],
  "atomic_forces_ev_per_a": [[5.1838, 2.9655, -2.2029], [6.1187, -1.2607, -3.6633], [-0.4246, 1.5657, -0.4928], [-0.3377, -0.8098, 1.1089], [0.2098, 0.0736, -0.7533], [-0.0736, -0.5141, 0.9826], [0.2565, 0.5403, 0.2143], [0.2966, 0.4052, -0.0813], [-0.8693, -0.0851, 0.3152], [0.3933, 0.4109, -0.1562], [-0.0566, -0.6592, -0.5236], [-0.1576, 0.2658, 0.7311], [-0.6259, -1.3675, 0.3234], [-0.8379, 0.0443, 0.1516], [-0.1382, 0.1630, 0.5418], [-0.2490, -0.0267, -0.1552], [-0.0418, 0.3907, -0.3261], [0.3905, 0.0635, 0.1763], [-0.4123, 0.4393, 0.7200], [0.2196, -0.0973, -0.4747], [-0.5702, 0.0887, 0.0438], [-0.5188, -0.1872, 0.6101], [-0.6089, -0.1896, -0.1633], [-0.0991, -0.1692, 0.0337], [-7.1320, -1.1100, 4.1515], [0.3368, -0.3650, -2.6446], [-1.5519, 0.7326, 0.4434], [1.0101, 0.1793, 0.5468], [-1.1296, -0.3312, 0.3995], [0.6384, 1.2097, 1.8132], [-0.9201, 0.4415, -0.4436], [1.1621, -1.0523, -0.0801], [-1.0780, -0.8618, 0.2278], [-0.3747, -0.0836, -0.8092], [0.1431, 0.2112, 0.2612], [-0.0110, -0.0355, -0.1160], [-0.4949, 0.2362, -0.1270], [0.1178, 0.0494, 0.0039], [0.6553, -0.0865, 0.1171], [0.0684, -0.2087, -0.8446], [0.0026, -0.6390, 0.0693], [-0.1196, 0.0744, -0.8135], [-0.1956, 0.3926, -0.2694], [-0.0178, -0.6534, 0.4341], [0.7473, 0.2177, -0.5943], [0.2533, 0.1954, 0.9474], [-0.1692, -0.2977, -0.0305], [0.3580, -0.3138, 0.3446], [0.2682, -0.0172, 0.1029], [-0.6659, 0.1280, 0.3612], [0.0371, -0.0851, 0.2282], [-0.2986, 0.4430, 0.0418], [-0.6792, -0.7406, -0.1187], [-0.0681, 0.4577, -0.5165], [0.3531, 0.2780, 0.2177], [0.8222, 0.4031, 0.2923], [-1.2514, -0.4058, -0.4767], [0.1561, -0.2457, 0.1411], [-0.3425, 0.3421, 0.0753], [0.9757, -0.5100, -0.1467], [-0.6384, -0.2551, 0.1801], [1.4055, -0.6314, -0.4705], [0.1363, 0.1816, -0.0184], [0.0237, 0.1298, -0.0291], [-0.2712, 0.0628, -0.0162], [0.1160, -0.3116, -0.3753], [0.1832, -0.0587, 0.2344], [-0.0892, 0.5321, 0.1386], [0.7334, 0.2380, -0.1230], [0.0237, -0.0716, 0.2714], [-0.2295, -0.2560, 0.0841], [-0.0462, 0.4407, -0.0253]]
}